(1)
The following is a quantum chemistry calculation of C19H14Cl2IIrN4O2S2 as an isolated structure, from the OMol25 dataset.

multiplicity: 2
LUMO (spin up / spin down): -4.60 / -5.26 eV
⟨S²⟩: 0.757
E_HOMO (spin up / spin down): -11.27 / -11.26 eV
total charge: +1
gap between HOMO and LUMO (spin up / spin down): 6.664 / 6.002 eV

XYZ file:
```
45
Properties=species:S:1:pos:R:3:forces:R:3:mulliken_charge:R:1
H -0.133 2.918 -4.465 0.0 0.0 0.0 0.38
C 0.763 -2.458 1.456 0.0 0.0 0.0 0.40
H 2.139 -3.179 2.938 0.0 0.0 0.0 0.43
C -0.877 -2.041 -1.483 0.0 0.0 0.0 -0.17
N -0.856 0.553 -4.781 0.0 0.0 0.0 -0.59
C -1.571 -3.081 -4.113 0.0 0.0 0.0 -1.11
H 0.886 -5.279 3.282 0.0 0.0 0.0 0.42
C -0.692 0.238 -2.425 0.0 0.0 0.0 0.99
Cl -1.339 -0.209 2.929 0.0 0.0 0.0 0.03
H -1.435 -1.065 -5.928 0.0 0.0 0.0 0.34
O -0.432 0.845 -1.281 0.0 0.0 0.0 -1.19
C 0.527 -4.555 2.563 0.0 0.0 0.0 -0.58
H -0.938 3.032 -2.889 0.0 0.0 0.0 0.29
C 1.235 -3.372 2.376 0.0 0.0 0.0 -0.58
H -0.262 1.703 3.833 0.0 0.0 0.0 0.38
C -1.247 -1.627 -3.880 0.0 0.0 0.0 0.83
C -3.714 1.350 -2.590 0.0 0.0 -0.1 -0.01
H -1.997 -4.063 0.341 0.0 0.0 0.0 0.49
H -3.427 -3.248 -3.544 -0.1 0.0 0.0 0.29
C -0.596 1.047 -3.597 0.0 0.0 -0.1 0.71
C -1.138 1.548 3.215 0.0 0.0 0.0 -0.40
N -0.803 -1.721 -0.232 -0.1 0.0 -0.1 0.03
C -4.656 -0.849 -3.236 0.1 0.1 -0.2 -0.13
O -2.572 -3.574 -3.234 0.0 0.1 0.0 -0.45
C -0.396 -2.704 0.721 0.0 0.0 0.0 -0.34
Ir -0.906 0.133 0.478 0.1 -0.1 0.1 1.25
Cl -0.874 2.333 1.627 0.0 0.0 0.0 -0.02
H 0.764 2.577 -2.966 0.0 0.0 0.0 0.33
N -3.400 2.422 -2.860 -0.1 0.0 0.1 -0.47
I 1.755 -0.644 1.078 -0.1 0.0 0.0 0.16
C -0.983 -1.124 -2.577 0.0 0.0 0.0 0.12
N -5.043 -1.592 -4.024 0.0 -0.1 0.1 -0.52
H -2.049 1.940 3.653 0.0 0.0 0.0 0.37
C -1.199 -0.742 -4.921 0.0 0.0 0.0 -1.03
C -1.096 -3.883 0.914 0.0 0.0 0.0 -0.17
H -1.852 -3.221 -5.158 0.0 0.0 0.0 0.39
C -0.199 2.483 -3.472 0.0 0.0 0.0 -1.29
C -3.875 -0.475 -1.005 0.0 0.0 0.1 0.46
S -3.191 0.449 0.333 0.0 0.1 -0.1 -0.21
S -4.291 -1.941 -0.283 0.1 -0.1 0.0 0.00
H -1.171 -5.729 1.992 0.0 0.0 0.0 0.42
C -4.088 0.014 -2.250 0.0 -0.1 0.1 0.52
H -0.685 -3.698 -3.939 0.0 0.0 0.0 0.36
H -0.780 -3.097 -1.714 0.0 0.0 0.0 0.72
C -0.627 -4.807 1.838 0.0 0.0 0.0 -0.83
```
Positions in Å, forces in eV/Å.



(2)
The following is a quantum chemistry calculation of C19H14Cl5N3O2Pd as an isolated structure, from the OMol25 dataset.

multiplicity: 5
LUMO (spin up / spin down): -6.39 / -10.34 eV
⟨S²⟩: 6.030
E_HOMO (spin up / spin down): -13.98 / -14.41 eV
total charge: +2
gap between HOMO and LUMO (spin up / spin down): 7.595 / 4.073 eV

XYZ file:
```
44
Properties=species:S:1:pos:R:3:forces:R:3:mulliken_charge:R:1
Cl -13.290 -11.050 9.285 -0.7 2.4 0.5 -0.03
C -13.112 -8.298 9.844 0.4 -1.4 -0.4 0.34
C -13.961 -9.464 9.757 2.8 -1.5 0.1 -0.07
C -6.876 -4.828 8.655 -1.9 -2.0 0.2 -0.81
C -7.716 -7.263 8.858 -0.8 -1.9 -0.4 0.31
H -12.308 -10.376 13.313 0.2 0.4 0.5 0.28
C -6.683 -8.044 8.300 -0.1 0.9 0.4 -0.57
C -15.157 -6.987 10.209 -3.0 -0.2 0.9 0.31
H -5.971 -5.238 8.267 0.7 0.3 -0.1 0.45
Cl -16.093 -10.838 10.688 0.4 0.4 -0.1 0.00
C -15.233 -9.440 10.329 -3.4 1.9 0.4 0.41
H -10.108 -9.544 9.184 0.7 -0.2 -0.4 0.54
C -13.789 -7.069 9.995 1.9 -0.6 -1.3 0.38
C -11.011 -8.901 12.837 0.9 1.0 -1.1 0.63
H -8.258 -11.079 8.323 0.2 0.3 0.0 0.43
Pd -10.369 -6.944 10.028 -2.5 -0.1 0.9 0.42
N -9.037 -5.446 9.560 1.1 3.0 -1.7 0.36
N -12.004 -9.440 13.583 -0.4 -0.6 -0.4 -0.39
Cl -17.567 -8.037 10.994 0.9 -0.2 -0.2 -0.10
C -7.208 -3.485 8.679 0.8 0.6 -0.3 -0.33
H -12.564 -8.919 14.265 0.6 -0.4 -0.6 0.22
C -9.989 -6.565 12.147 -0.6 -0.2 1.9 -0.75
C -8.084 -10.016 8.482 1.4 -0.4 -0.1 -0.61
H -10.304 -5.504 12.101 0.3 -0.6 0.1 0.56
C -9.318 -4.103 9.551 -0.3 -0.8 0.7 -0.08
Cl -15.869 -5.412 10.183 0.1 -1.2 0.2 -0.06
H -8.925 -6.746 12.195 0.3 0.1 -0.3 0.31
H -10.300 -3.917 10.019 0.6 0.4 -0.5 0.39
H -6.519 -2.690 8.376 0.0 -0.6 0.0 0.43
N -8.855 -7.890 9.225 1.5 -3.6 -2.1 -0.06
O -11.834 -8.466 9.702 -0.6 1.2 -0.2 -0.32
C -8.459 -3.095 9.093 -1.6 -1.9 0.9 -0.87
H -8.859 -2.109 9.121 0.3 0.7 -0.1 0.45
Cl -12.942 -5.679 9.487 0.3 0.1 0.4 -0.13
C -6.811 -9.416 8.303 -1.0 -0.7 -0.6 -0.53
C -15.916 -8.146 10.507 1.1 -0.2 -0.4 -0.11
C -9.093 -9.230 8.902 -0.6 2.5 1.8 -0.44
H -10.305 -7.419 14.155 0.2 0.4 -0.1 0.46
H -5.816 -7.579 7.844 0.1 0.0 0.4 0.41
C -10.770 -7.393 13.162 0.0 -0.7 -0.5 -0.91
O -10.374 -9.474 11.947 -1.0 0.4 1.2 -0.59
C -7.857 -5.825 9.015 1.3 2.5 0.2 0.85
H -11.753 -6.977 13.274 -0.5 0.4 0.3 0.39
H -5.989 -10.067 8.046 0.2 0.2 -0.2 0.45
```
Positions in Å, forces in eV/Å.



(3)
The following is a quantum chemistry calculation of C19H14ClN5V as an isolated structure, from the OMol25 dataset.

multiplicity: 3
LUMO (spin up / spin down): -4.01 / -4.01 eV
⟨S²⟩: 2.018
E_HOMO (spin up / spin down): -11.71 / -11.78 eV
total charge: +1
gap between HOMO and LUMO (spin up / spin down): 7.701 / 7.769 eV

XYZ file:
```
40
Properties=species:S:1:pos:R:3:forces:R:3:mulliken_charge:R:1
H 2.065 5.809 -0.291 0.0 0.0 0.0 0.41
N -2.267 -0.352 -0.469 -0.7 0.3 -0.5 0.11
C -3.809 1.425 -0.788 -0.1 0.2 -0.1 -0.52
C 1.988 1.998 0.025 0.1 -0.3 0.1 0.21
H 1.103 -5.463 -0.522 0.0 0.0 0.0 0.43
N 0.257 0.490 0.173 0.6 1.0 -0.5 0.17
H -5.805 0.876 -1.299 0.0 0.0 0.0 0.42
C -3.255 -1.233 -0.776 0.3 0.4 0.1 0.04
H -5.276 -1.579 -1.337 0.0 0.0 0.0 0.43
H -0.879 -2.506 2.858 -0.1 0.0 0.1 0.40
C 3.213 2.628 0.034 0.1 0.1 0.0 -0.26
H 4.031 -2.408 0.293 0.0 0.0 0.0 0.49
C 2.024 -1.757 0.041 -0.1 0.4 -0.1 0.43
H -0.597 -3.684 -0.599 -0.1 0.0 0.0 0.30
H 3.478 -4.815 -0.009 0.0 0.0 0.0 0.43
N 2.447 -0.434 0.126 -0.1 -0.4 0.1 -0.51
C -4.524 -0.843 -1.091 -0.1 0.1 0.0 -0.86
C 2.028 4.731 -0.204 0.0 0.0 0.0 -0.60
N 0.733 -2.136 -0.162 1.1 -0.8 -0.5 0.03
N -1.546 1.972 -0.319 -0.4 -0.3 0.0 -0.48
C -4.805 0.525 -1.076 -0.1 0.0 0.0 -0.34
C 0.439 -3.453 -0.383 0.2 0.4 0.1 0.00
C 2.703 -4.061 -0.065 0.0 -0.1 0.0 -0.32
C 1.634 0.564 0.128 -0.2 0.1 -0.1 0.04
H 0.243 -1.141 3.130 0.0 0.1 0.0 0.35
H -3.979 2.492 -0.784 0.0 0.0 0.0 0.49
C 1.380 -4.434 -0.342 0.1 -0.1 0.0 -0.83
H 4.132 2.064 0.125 0.0 0.0 0.0 0.52
C 0.801 2.713 -0.095 -0.3 -0.1 0.0 0.12
H 4.158 4.549 -0.066 0.0 0.0 0.0 0.41
C -2.517 0.981 -0.503 0.5 0.1 0.0 0.27
Cl -1.950 -0.385 2.523 -0.1 0.1 0.4 -0.13
C 0.794 4.083 -0.221 0.0 0.2 0.0 -0.21
V -0.695 -1.038 0.550 -1.2 -1.0 0.8 0.43
C 3.019 -2.741 0.112 0.2 0.0 0.0 -0.52
C 3.216 4.016 -0.077 0.0 0.0 0.0 -0.59
H -2.989 -2.283 -0.751 0.1 0.0 0.0 0.28
H -0.134 4.630 -0.323 0.0 0.0 0.0 0.52
C -0.549 -1.533 2.502 0.0 -0.3 0.3 -0.66
C -0.312 1.733 -0.071 0.3 -0.1 0.0 0.06
```
Positions in Å, forces in eV/Å.



It is found that the energy relative to the best compared isomer or geometry (same formula, charge and spin) values, taken in the order of the records, are 1.297, 2.244, 0.342 eV.
It is found that the E_tot values, taken in the order of the records, are -3220.416796, -3475.267415, -2410.255235 a.u..
It is found that the F_max values, taken in the order of the records, are 0.2, 4.4, 1.8 eV/Å.